# 1
The following is a DFT calculation (the ωB97M-V functional and the def2-TZVPD basis) of a molecular structure, C26H39MnNO2P2.

**2S+1**: 2
**LUMO (alpha / beta)**: -0.10 / 0.10 eV

Positions of all 71 atoms, in Å:
C -3.737 1.890 -0.197
C -1.214 -0.557 1.829
H -3.421 -1.214 -3.366
P 2.253 0.196 -0.579
H 4.320 1.368 0.000
H 3.228 3.234 1.379
P -2.212 -0.378 -0.748
C -1.338 -0.501 3.228
H -3.607 -2.372 -1.121
H -0.630 5.896 -1.312
H 3.454 -2.622 -0.598
H -5.093 -0.842 -1.828
C -1.544 -3.006 -1.077
C -2.637 -2.032 -1.503
H 3.571 2.308 -2.203
H 0.637 5.220 -0.241
C 3.214 2.723 -1.261
H -0.458 -0.276 3.815
C -2.664 -1.915 -3.023
C 3.366 -0.790 -1.751
H 2.322 -3.324 3.842
H 2.980 1.597 2.005
H -2.760 2.361 -0.117
H -4.630 -1.193 3.537
H -2.650 -0.630 4.906
C -3.682 -0.987 3.063
H -1.693 -3.982 -1.539
C 1.109 -1.062 1.607
H -1.695 -1.563 -3.378
O -0.319 3.895 -1.518
H 5.321 -0.790 -0.782
H 1.968 -2.420 -1.523
C 1.138 -2.069 2.596
N -0.017 -0.449 1.175
C 4.870 -0.537 -1.737
H 3.817 3.595 -1.017
H -1.082 4.904 0.118
H 5.335 -1.165 -2.495
H -1.532 -3.131 0.004
H 3.468 -2.873 -2.349
H -0.572 -2.613 -1.385
C -0.403 2.701 -0.935
H -2.866 -2.884 -3.478
H 2.994 -0.501 -2.744
H 5.109 0.496 -1.972
H -4.031 1.556 0.798
C -2.390 -0.707 1.048
O -0.481 2.650 0.323
C -3.593 -0.974 1.682
C 3.285 1.694 -0.139
C 3.049 -2.271 -1.545
H 4.476 -2.450 2.985
C -2.561 -0.694 3.830
H -5.507 -0.094 -0.280
C 2.763 2.271 1.176
H -4.452 2.637 -0.537
H -4.474 -1.180 1.094
H 2.181 3.038 -1.407
C 2.329 -2.567 3.071
Mn -0.062 0.698 -0.582
H 4.471 -0.918 1.059
C -3.698 0.711 -1.168
H 1.679 2.414 1.128
C 3.534 -1.232 1.495
H -3.428 1.098 -2.163
H 0.204 -2.459 2.978
C -0.351 5.057 -0.679
C -5.089 0.086 -1.266
C 2.343 -0.750 0.970
H -5.753 0.785 -1.773
C 3.541 -2.103 2.569

---

# 2
The following is a DFT calculation (the ωB97M-V functional and the def2-TZVPD basis) of a molecular structure, C30H31Cl5N5O4PtS.

**2S+1**: 5
**LUMO (alpha / beta)**: 2.11 / 2.10 eV
**Relative energy (zero: lowest compared OMol25 entry of this formula, charge and spin)**: 19.7 kcal/mol
**Charge**: -1

Positions of all 77 atoms, in Å:
H -0.970 2.606 -3.010
Cl -3.183 -2.868 -0.174
C 3.582 4.016 4.435
N -1.083 -1.107 -1.450
H 5.010 -0.008 2.654
C 3.372 3.747 3.050
Cl 2.248 4.886 0.804
C -0.165 -2.907 -2.795
C 3.803 2.484 2.381
Cl 6.580 3.002 -4.369
C -0.103 -4.236 -3.151
H 4.428 3.295 -0.051
C 7.109 1.406 -0.765
C 6.388 2.601 -2.690
C 0.447 -1.793 2.697
Pt -0.035 -0.132 -0.073
H 2.774 -1.275 -1.956
H 0.603 -4.539 -3.913
H 4.671 3.855 -2.428
H 3.548 1.647 3.036
H 3.268 2.350 1.439
Cl 0.856 -1.768 -3.633
C 0.528 1.877 2.550
H 2.604 3.187 -2.040
N 2.238 -0.664 0.024
C -1.854 -4.722 -1.597
C 2.728 4.783 2.448
C 3.099 5.221 4.829
H 4.062 3.313 5.101
H -0.202 2.537 -0.624
O -2.589 1.396 3.619
Cl 8.263 0.295 -0.065
C 0.569 1.783 -0.839
O 1.414 -0.165 4.134
H 2.590 0.025 2.005
C -1.044 -2.396 -1.799
C -1.918 -3.385 -1.262
H 1.447 2.059 -0.239
C -2.160 2.429 3.922
C -0.934 -5.166 -2.537
H 1.573 0.986 -2.559
H 3.115 5.654 5.815
N 4.279 -0.254 0.733
H -0.882 0.838 -2.966
H 6.180 -0.565 1.468
H 0.229 2.628 1.830
C 2.965 -0.270 1.041
N -0.473 -1.906 1.568
H 8.087 1.286 -2.671
H 1.090 3.998 -2.454
H 2.006 3.148 -3.710
C 4.390 -0.687 -0.574
C 1.705 3.115 -2.657
C -0.320 1.743 -3.196
S 2.364 6.065 3.529
C 5.355 0.127 1.629
H -1.428 -1.720 1.845
C 3.119 -0.935 -0.996
C 7.277 1.720 -2.103
N 0.319 0.585 2.236
H 5.342 -0.777 -1.068
H -0.064 1.738 -4.260
H -0.882 -6.212 -2.805
O -1.818 3.502 4.208
C 5.900 1.560 1.466
H -2.549 -5.409 -1.132
H 0.104 -2.321 3.593
H 0.871 2.159 3.541
C 0.925 1.840 -2.321
H 6.895 1.536 1.917
H -0.451 -2.828 1.151
O 5.224 2.566 2.196
C 5.222 2.835 -0.621
C 5.361 3.168 -1.958
C 6.080 1.938 0.006
C 0.740 -0.354 3.098
H 1.397 -2.250 2.407

---

# 3
The following is a DFT calculation (the ωB97M-V functional and the def2-TZVPD basis) of a molecular structure, C22H30HfO2Si.

**2S+1**: 1
**LUMO**: -6.91 eV
**Relative energy (zero: lowest compared OMol25 entry of this formula, charge and spin)**: 0.0 kcal/mol
**Charge**: +2

Positions of all 56 atoms, in Å:
C -6.907 2.188 -1.445
O -1.783 -0.532 1.541
H -2.264 2.069 -0.330
O -0.216 1.530 1.877
H 0.296 -2.221 0.264
H -0.978 1.651 3.808
H -1.557 -2.608 1.529
C -1.690 6.431 -2.549
C 0.836 2.504 2.051
C -1.601 -0.242 2.947
H 0.937 1.826 -0.750
H -0.773 6.992 -2.417
Si -2.757 2.572 -1.746
H -7.693 2.586 -0.810
C 0.515 0.199 -2.009
C 1.392 0.781 -0.941
H 0.350 0.452 3.589
C -3.015 4.454 -2.025
H 2.407 1.172 -1.133
Hf -0.968 0.679 0.042
H -4.882 4.275 -3.154
H 1.789 1.985 2.254
C -4.871 1.099 -3.035
C -7.236 1.518 -2.625
H 0.906 3.083 1.119
C -5.569 2.355 -1.078
C 1.216 -0.170 0.202
C -6.217 0.937 -3.383
C -2.609 6.802 -3.533
C -4.544 1.945 -1.961
H -1.267 -1.161 3.437
H -0.296 2.407 -2.273
H -4.067 0.589 -3.580
H -0.837 -1.590 -2.065
H -2.421 -1.874 0.105
H -1.170 5.033 -1.009
C -0.576 0.864 3.159
C -0.138 -0.946 -1.527
C -3.772 6.052 -3.689
C -1.192 2.589 -2.896
C -2.285 -1.837 1.203
C -1.918 5.304 -1.755
H -2.586 0.065 3.317
C 0.398 -1.251 -0.216
H -3.250 -1.962 1.726
H -5.315 2.803 -0.112
H -1.090 3.560 -3.429
H 1.957 -0.257 0.986
H -4.525 6.331 -4.424
H 0.564 0.517 -3.047
H -1.297 1.819 -3.675
C -3.990 4.879 -2.945
H -2.410 7.668 -4.166
H -8.276 1.439 -2.943
H -6.459 0.341 -4.257
H 0.555 3.136 2.905

---

# 4
The following is a DFT calculation (the ωB97M-V functional and the def2-TZVPD basis) of a molecular structure, C6H10KO6.

**2S+1**: 1
**LUMO**: -4.13 eV
**Charge**: +1

Positions of all 23 atoms, in Å:
H 1.516 -2.279 -1.293
O 3.874 1.637 0.508
H 1.557 0.524 0.680
C 3.993 0.624 -0.140
H 0.010 -2.769 -0.529
O 4.936 0.404 -1.047
O -0.338 1.942 -0.663
H 0.760 0.043 -1.531
H 5.523 1.169 -1.088
C 0.060 -0.772 -1.318
O -2.231 1.283 0.357
C 2.141 -0.383 0.883
H -0.404 -1.094 -2.257
C 0.723 -1.936 -0.613
H 0.490 -1.531 1.504
H 2.560 -0.291 1.894
H 1.893 -2.508 1.096
K -3.910 -0.863 0.631
C -1.061 1.081 -0.257
O 3.218 -0.442 -0.061
C 1.303 -1.639 0.771
H -2.431 2.241 0.396
O -1.013 -0.226 -0.508

---

# 5
The following is a DFT calculation (the ωB97M-V functional and the def2-TZVPD basis) of a molecular structure, C12H25BeBr4Cl4CsF6MgN2O8P3.

**2S+1**: 1
**LUMO**: -5.66 eV
**Charge**: +1

Positions of all 67 atoms, in Å:
C -0.724 -2.340 1.496
H -0.995 3.358 8.601
H -3.298 1.245 3.145
O 2.933 0.742 -1.728
H 1.481 3.502 8.233
H -1.506 0.833 0.383
C -1.083 0.758 3.367
Cl 2.435 -2.533 1.053
H -0.909 -0.219 5.377
H 1.322 2.086 -6.260
H -0.279 1.738 8.546
C -0.311 -0.249 4.388
F 1.646 0.608 -9.520
C -0.481 2.640 7.960
H 1.430 -0.086 -0.693
Br -0.543 1.789 -7.875
C 0.569 2.779 -6.638
H 3.429 5.323 -4.603
P 0.754 -1.210 1.143
O -1.358 2.301 6.887
Cl 0.145 -7.687 2.210
F 3.364 1.767 -10.274
H 0.761 0.133 4.581
Cs -5.031 2.120 3.777
H 2.270 -7.331 3.157
Mg -5.398 -5.052 4.083
H -2.035 0.821 -6.355
Br 1.512 4.225 -7.511
Cl 2.039 -5.551 1.635
Be 1.278 4.805 -3.454
H -0.290 -1.321 4.004
O 0.547 -0.416 -0.373
P 3.056 1.628 -2.968
H -2.882 -0.401 4.027
P 3.238 0.483 -9.314
H 1.311 2.524 6.759
C 0.804 3.234 7.420
H -4.019 -0.667 1.713
F 4.382 0.051 -8.271
Br -4.693 -3.510 2.351
C -1.957 -4.289 1.886
F 3.058 1.526 -8.095
C -2.878 -0.466 1.736
H -1.092 1.774 3.921
H -0.900 1.659 6.329
H -0.491 0.933 2.409
Cl 2.750 -8.315 1.079
C -2.182 -1.899 1.719
F 2.728 -1.040 -9.244
Br -0.449 3.403 -5.101
O 2.610 0.833 -4.196
H -3.283 1.342 0.473
C -2.570 0.430 0.434
O 2.180 2.876 -2.811
N -2.850 -3.172 1.947
C -2.609 0.313 3.143
O 4.516 2.047 -3.150
F 4.240 -0.002 -10.473
H -2.170 -5.390 2.050
H 0.198 -4.411 1.531
H 0.593 4.127 6.826
C 1.858 -7.236 2.154
H -3.225 1.039 -5.427
O -2.652 0.346 -5.775
H -2.790 -0.119 -0.554
N -0.641 -3.798 1.609
O 3.275 4.459 -4.992

---

| no. | largest force on an atom (eV Å⁻¹) | DFT total energy (eV) |
| --- | --- | --- |
| 1 | 2.1 | -83076.174 |
| 2 | 0.5 | -123946.327 |
| 3 | 3.4 | -36560.810 |
| 4 | 2.1 | -34990.291 |
| 5 | 6.1 | -413016.313 |